C7H10 | ωB97M-V/def2-TZVPD

Element x y z (Å)
C 1.394 -0.152 1.024
C 1.729 0.884 -0.007
C 1.115 -0.426 -0.428
C -0.318 -0.388 -0.952
C -1.467 -0.882 -0.036
C -1.853 0.605 0.096
C -0.900 1.033 -0.995
H 2.222 -0.689 1.479
H 0.558 0.011 1.701
H 2.769 1.095 -0.228
H 1.768 -1.154 -0.905
H -0.326 -0.807 -1.968
H -1.178 -1.408 0.880
H -2.219 -1.476 -0.562
H -2.888 0.947 -0.016
H -1.480 1.057 1.033
H 1.077 1.749 -0.114

Cartesian forces (eV/Å) of the 6 atoms listed first:
-0.024 -0.031 0.183
0.117 0.180 -0.063
0.018 -0.065 -0.112
0.062 0.076 -0.060
-0.029 -0.147 0.045
-0.095 0.117 -0.105

charge = 0
energy relative to the best compared isomer or geometry (same formula, charge and spin) = 511.67 kJ/mol
energy = -7415.73164 eV

Computed Löwdin charges, given in elementary charges: atom 1 (C): -0.1205, atom 2 (C): -0.1212, atom 3 (C): -0.2547, atom 4 (C): -0.3253, atom 5 (C): -0.1498, atom 6 (C): -0.2180, atom 7 (C): 0.1218, atom 8 (H): 0.1004, atom 9 (H): 0.0923, atom 10 (H): 0.1004, atom 11 (H): 0.1321, atom 12 (H): 0.1405, atom 13 (H): 0.0979, atom 14 (H): 0.0992, atom 15 (H): 0.1022, atom 16 (H): 0.1239, atom 17 (H): 0.0787